No. 1
42
Properties=species:S:1:pos:R:3 method="wB97M-V/def2-TZVPD" energy_ha=-1069.91828 relative_energy_kcal_mol=177.4 lumo_energy_ha=0.00360 charge=0 homo_lumo_gap_ev=9.89
H 1.65132 -0.30903 -0.29487
H 0.33433 -0.25726 0.34945
H 0.16961 -2.20363 1.58137
H 0.99437 -3.49110 1.15458
H -2.75922 -1.89644 2.09980
H -1.66947 -1.43256 1.31887
H -0.89912 1.62386 -2.91780
H -1.30861 0.56353 -2.00105
H -3.03961 -2.37589 -0.22610
H -4.26183 -3.34626 -0.72455
H -0.78637 0.37572 1.77661
H 0.58347 0.68384 2.04235
H -3.00867 2.51172 0.36265
H -3.90277 3.84927 0.15365
H 4.76699 1.34351 -0.90398
H 4.60439 1.74918 -2.21027
H 4.26541 -1.46510 -1.74966
H 4.58354 0.08883 -2.10271
H -3.10697 1.41064 -0.98706
H -3.46236 0.40414 -2.21634
H 3.60957 0.24269 4.03798
H 2.21778 0.28515 4.17950
H 1.18522 -3.05754 -1.46831
H 2.56069 -2.31823 -1.85430
H -1.19191 -1.62595 -1.24140
H -1.33664 -0.49335 -0.41566
H -0.49082 4.91673 1.90396
H 0.03575 3.70007 0.86182
O 1.18947 -0.58384 0.49261
O 1.01469 -2.75557 1.76313
O -2.58519 -1.43338 1.23976
O -0.94345 0.71910 -2.90873
O -4.06160 -2.53730 -0.27130
O -0.15042 1.09286 1.68068
O -3.17855 3.24395 -0.22752
O 4.68360 2.15061 -1.41132
O 3.90924 -0.68547 -2.20448
O -2.84035 0.58193 -1.53522
O 2.90129 0.08468 3.50185
O 1.68780 -2.30414 -1.34774
O -1.32634 -1.48978 -0.34299
O -0.63823 4.43979 1.06275

---

No. 2
42
Properties=species:S:1:pos:R:3 method="wB97M-V/def2-TZVPD" energy_ha=-1070.09981 relative_energy_kcal_mol=63.5 lumo_energy_ha=-0.01056 charge=0 homo_lumo_gap_ev=10.78
O -3.20706 0.26396 5.38716
H -2.66538 0.80423 4.81189
H -3.84312 0.87408 5.76056
O 0.38127 5.09825 0.25181
H -0.18681 5.36878 -0.46954
H 0.40447 5.85602 0.83616
O 4.41418 -1.18746 2.61211
H 3.70687 -1.74511 2.28808
H 4.15027 -0.29990 2.36962
O -0.32641 -4.85951 -2.58975
H 0.13921 -5.40535 -3.22338
H 0.08716 -5.06041 -1.75022
O 3.61381 2.55493 1.24618
H 3.71646 2.37562 0.31155
H 3.11989 3.37414 1.28054
O -4.32923 1.14529 0.40840
H -4.63353 0.24251 0.50132
H -3.78486 1.13523 -0.37886
O -0.21637 2.48323 3.20056
H -0.05682 3.08516 2.47361
H 0.13563 2.93475 3.96767
O -0.54606 -0.96227 -4.34075
H -0.83135 -1.61977 -3.70629
H -0.10998 -1.46558 -5.02832
O 3.72622 -2.07377 -2.34244
H 3.68222 -2.83322 -1.76147
H 3.69640 -2.44432 -3.22450
O -4.56451 -3.13770 0.07875
H -4.75856 -4.03583 -0.18948
H -3.72647 -2.93836 -0.33859
O -0.37641 -2.91363 3.74491
H -0.94997 -2.41204 4.32429
H -0.26733 -2.35659 2.97417
O -3.24116 1.86814 -3.34409
H -2.78352 2.70395 -3.43465
H -2.55256 1.20783 -3.42197
O 4.35916 1.94960 -2.67349
H 4.05949 1.04127 -2.71062
H 3.96181 2.36488 -3.43893
O 0.02629 -0.66044 -0.04976
H 0.04037 0.16823 0.42914
H 0.53630 -0.48883 -0.84137

---

No. 3
42
Properties=species:S:1:pos:R:3 method="wB97M-V/def2-TZVPD" energy_ha=-1070.10635 relative_energy_kcal_mol=59.4 lumo_energy_ha=-0.01834 charge=0 homo_lumo_gap_ev=10.11
O -3.66218 2.42341 -2.76310
H -3.34481 1.57517 -3.08827
H -3.93174 2.28076 -1.85557
O 2.55943 2.99246 -0.44510
H 2.76061 3.29364 0.44311
H 3.06838 3.29732 -1.19436
O -2.49310 -0.52869 -2.26411
H -1.58776 -0.45607 -2.60785
H -2.30888 -0.71382 -1.33918
O 3.65572 -2.39853 2.48865
H 2.84785 -2.51848 2.99030
H 3.82594 -3.06121 1.82351
O 3.22387 -1.13637 -3.13367
H 3.08993 -1.63285 -2.33284
H 3.10972 -0.20812 -2.92361
O 0.68522 1.21594 -1.76635
H 0.28650 0.90790 -0.93922
H 1.49050 1.65543 -1.45088
O -0.70316 1.02957 0.86095
H -1.56114 1.43802 0.78136
H -0.84069 0.11883 1.15140
O 0.31217 -1.48954 -4.01550
H 0.27249 -0.60269 -4.39375
H 1.11359 -1.38083 -3.49851
O -1.66288 4.26858 1.71633
H -2.59520 4.05270 1.79486
H -1.36940 3.98385 0.85412
O -3.05189 -0.84934 1.06900
H -2.41976 -0.99794 1.79882
H -2.83668 -1.54951 0.45348
O -0.51874 -3.91202 -1.09244
H -1.13945 -3.24668 -1.38306
H -0.68696 -4.77941 -1.46255
O -0.83314 -1.30781 2.53576
H -0.55375 -0.79762 3.29740
H -0.23350 -2.02205 2.33839
O 0.19579 -2.73095 4.20326
H 0.89270 -3.31205 4.54334
H -0.35554 -3.39743 3.76972
O 2.09040 2.86744 2.28595
H 2.74034 2.43264 2.86152
H 1.39410 2.81099 2.95166

---

No. 4
42
Properties=species:S:1:pos:R:3 method="wB97M-V/def2-TZVPD" energy_ha=-1069.95970 relative_energy_kcal_mol=151.4 lumo_energy_ha=-0.01123 charge=0 homo_lumo_gap_ev=9.97
H -0.32735 -0.14028 -0.30151
H 0.52248 -0.47073 0.89931
H -0.69557 -2.14331 3.75042
H -1.43949 -2.68944 2.52122
H 4.85454 1.68877 -2.14380
H 4.31802 0.26732 -2.33924
H -2.16188 -0.88389 -3.05504
H -0.93424 -0.30404 -2.15514
H 0.44684 -2.30131 -0.42136
H 1.70787 -2.36533 -1.31936
H -4.39993 -0.26425 -1.84735
H -4.41091 0.90590 -0.98071
H 3.39702 -2.54318 4.97806
H 2.76571 -2.62298 3.61670
H 0.06248 4.08339 1.33620
H 0.23280 5.52314 1.87025
H -3.30260 1.55787 1.62672
H -3.56153 3.09991 1.02759
H 1.28356 1.72161 2.11028
H -0.05256 2.27630 1.66709
H 2.04834 1.84381 -1.96726
H 0.39958 1.83154 -1.86896
H -3.41649 -2.40823 1.04199
H -3.60774 -3.05204 -0.23871
H 0.05288 -2.34743 -3.49983
H -0.03726 -0.85895 -3.75786
H 3.54422 0.74236 0.10554
H 3.06073 -0.25582 -1.06449
O 0.66117 -0.06416 0.00588
O -1.50423 -2.18875 3.36050
O 5.06441 0.76076 -2.12391
O -1.80367 -0.77048 -2.20184
O 0.98282 -2.96345 -0.85661
O -4.96363 0.13274 -1.22684
O 3.61109 -2.55686 3.99123
O -0.15996 4.70556 2.09516
O -3.82478 2.12225 1.05119
O 0.67004 1.73356 1.43443
O 1.23348 2.24786 -1.50746
O -3.56194 -2.13872 0.06389
O 0.43322 -1.45316 -3.19721
O 2.81246 0.54208 -0.47917

---

No. 5
42
Properties=species:S:1:pos:R:3 method="wB97M-V/def2-TZVPD" energy_ha=-1070.09434 relative_energy_kcal_mol=66.9 lumo_energy_ha=-0.00732 charge=0 homo_lumo_gap_ev=10.76
O 3.76736 0.98194 3.16967
H 2.96792 1.00630 3.71533
H 3.31532 0.90392 2.31662
O -0.86414 -2.00140 -1.28399
H -1.69493 -2.00825 -1.76492
H -1.00514 -2.22033 -0.33547
O 1.25391 -2.05468 0.40975
H 0.98451 -1.29226 0.91684
H 1.09614 -2.18148 -0.53230
O 1.43623 -0.61720 -3.53824
H 1.79059 -1.49679 -3.73169
H 1.16492 -0.67056 -2.61280
O -2.71666 2.70584 -2.22870
H -1.90154 3.12357 -2.52211
H -3.40263 2.58952 -2.89192
O -0.91958 3.49761 2.18856
H -0.57094 4.12372 2.83858
H -0.06910 3.11768 1.90906
O -1.51332 -2.41908 1.32918
H -1.08158 -1.96223 2.05664
H -1.05414 -3.22477 1.06672
O -0.06791 -1.30141 5.14408
H -0.83319 -1.65537 4.67363
H 0.34903 -0.78011 4.44458
O -1.20117 1.05722 0.10659
H -1.79761 1.61316 -0.41757
H -1.65492 0.23074 -0.12519
O -0.37144 0.59215 2.75275
H -0.92115 1.22554 3.25125
H -0.69821 0.65290 1.83659
O 0.54637 1.56040 -5.01014
H 0.83790 1.87263 -4.14713
H 1.05062 0.74183 -5.08541
O 0.98617 -3.96532 -2.00774
H 0.74450 -4.58143 -1.31472
H 0.37177 -3.42473 -2.49478
O 4.58104 1.52984 -0.32914
H 4.74668 1.92728 0.52139
H 4.68559 0.61044 -0.55555
O -3.94813 0.71486 -0.25326
H -4.27975 -0.05402 -0.73555
H -4.10939 1.53234 -0.72950

---

No. 6
42
Properties=species:S:1:pos:R:3 method="wB97M-V/def2-TZVPD" energy_ha=-1070.12778 relative_energy_kcal_mol=45.9 lumo_energy_ha=-0.03543 charge=0 homo_lumo_gap_ev=9.19
O 2.53064 -0.65621 2.57496
H 1.74971 -0.13481 2.81138
H 3.33821 -0.11022 2.55571
O -2.11382 1.68629 -0.56529
H -1.39393 1.09434 -0.28687
H -2.88344 1.57787 0.04922
O -1.85784 -0.69558 -2.10836
H -1.91735 0.22149 -1.80494
H -0.90982 -0.81124 -2.29389
O -4.22836 -1.36698 -0.44071
H -4.09924 -0.58989 -1.05529
H -3.36777 -1.74633 -0.37520
O 0.55784 3.21284 0.28303
H 1.29512 3.52466 0.78391
H 0.95377 2.58610 -0.34426
O 3.50501 1.60643 0.86239
H 3.16606 0.96461 0.25458
H 3.73913 2.35885 0.31543
O -0.19459 -0.01560 0.30140
H 0.71364 -0.26559 0.16529
H -0.73827 -0.77766 0.05977
O 2.28356 -0.84431 -0.19453
H 2.37862 -1.29761 0.64627
H 2.65575 -1.47094 -0.84313
O 0.61909 -3.20232 -0.34930
H 0.35780 -3.52547 -1.21977
H 1.07925 -2.35853 -0.42898
O -0.57089 2.40100 2.45165
H -0.38525 2.55724 1.55539
H 0.05994 2.95618 2.91528
O 1.26248 1.80911 -1.79112
H 0.46876 1.92950 -2.35886
H 1.33701 0.88850 -1.55551
O -2.74043 -0.40753 2.74813
H -1.98025 0.07206 3.14713
H -2.33454 -1.04561 2.16094
O 0.72227 -0.80094 -2.76628
H 1.29173 -1.53334 -3.07504
H 0.62857 -0.18922 -3.48251
O -1.91297 -2.29990 0.36270
H -1.91620 -2.75843 -0.50121
H -1.14900 -2.54282 0.83651